Record 1
Density functional theory data (wB97M-V/def2-TZVPD) for a molecular structure, C15H22O5 in a non-equilibrium geometry.

Total charge   0
HOMO energy   -8.7 eV
F_max   18.60 eV/A
LUMO energy   0.56 eV
ΔE to the lowest compared entry with this formula, charge and spin   377.5 kcal per mole
Spin multiplicity   1

Atoms and positions in Å:
C -4.20 0.98 3.00
C 4.10 -1.67 -3.83
H 2.29 0.57 -0.33
C -3.76 0.46 1.83
C -4.94 2.17 2.59
H -0.31 -1.46 -0.36
C 0.65 -1.75 0.54
H -4.08 2.62 -0.51
H 1.42 0.15 -1.68
H -3.14 -1.43 3.29
C 3.07 1.81 -2.89
H 1.87 -2.32 -1.18
H 0.35 -2.61 0.90
H 3.85 -2.12 -4.58
H 4.98 -2.29 -3.04
H -5.31 2.80 3.57
C 2.20 -0.18 -1.07
H -3.11 0.52 -0.26
C -4.70 2.86 1.52
C -4.22 2.07 0.49
H -5.29 3.53 1.21
O 3.10 -1.23 -2.85
H 2.19 2.25 -2.26
H 2.44 1.14 -3.65
H 2.94 -1.23 1.22
H -0.82 -0.59 3.30
H -3.64 -1.74 1.61
H 4.20 -0.65 -1.23
H 4.96 -0.56 -3.89
O 2.96 -2.03 0.48
C 3.27 -0.30 -2.08
H -1.14 0.52 2.15
C 1.87 -1.71 -0.38
C -0.86 -0.47 2.28
C -3.03 -0.98 2.13
O 1.35 -0.01 1.87
H -4.45 0.46 3.97
H 3.95 2.60 -3.28
O -1.91 -1.30 1.47
C -3.53 0.99 0.64
C 0.56 -0.80 1.53
O 3.87 0.92 -2.24

Atom charges from the Mulliken analysis, given in e for atoms 1 to 2:
1 C -0.46
2 C -0.88

=====

Record 2
Density functional theory data (wB97M-V/def2-TZVPD) for 2 unconnected molecules or ions with the total composition C2H9N3 in a non-equilibrium geometry.

Total charge   0
HOMO energy   -7.7 eV
F_max   4.41 eV/A
LUMO energy   0.93 eV
ΔE to the lowest compared entry with this formula, charge and spin   97.7 kcal per mole
Spin multiplicity   1
Structure (SMILES)   [H]/N=C/C.NN

Atoms and positions in Å:
H 0.58 2.33 -1.23
H -0.26 -2.86 -0.40
H -0.28 -0.60 2.27
H -1.05 2.35 -0.92
N -0.10 -1.34 1.58
C 0.20 -0.95 0.42
C -0.14 -1.83 -0.74
N 0.10 1.65 0.58
H 1.09 1.35 0.79
N -0.19 1.80 -0.83
H -1.07 -1.51 -1.22
H 0.65 -1.80 -1.48
H -0.73 1.67 1.18
H 1.18 -0.27 0.01

Atom charges from the Mulliken analysis, given in e for atoms 1 to 2:
1 H 0.21
2 H 0.33

=====

Record 3
Density functional theory data (wB97M-V/def2-TZVPD) for 3 unconnected molecules or ions with the total composition C4H7NO in a non-equilibrium geometry.

Total charge   0
HOMO energy   -10.4 eV
F_max   1.13 eV/A
LUMO energy   0.21 eV
ΔE to the lowest compared entry with this formula, charge and spin   81.4 kcal per mole
Spin multiplicity   1
Structure (SMILES)   C=CC#N.[H][H].C=O

Atoms and positions in Å:
O 2.31 0.08 0.70
H 0.60 0.00 2.14
H 0.97 1.51 0.17
H -0.13 0.00 2.30
N -1.68 1.97 -0.73
H -0.41 -2.36 -0.49
C 1.82 0.84 -0.09
H 0.34 -0.84 -1.24
C -1.64 0.82 -0.57
H 2.17 0.89 -1.14
C -0.49 -1.30 -0.71
C -1.56 -0.59 -0.34
H -2.39 -1.05 0.19

Atom charges from the Mulliken analysis, given in e for atoms 1 to 2:
1 O -0.40
2 H -0.14

=====

Look up the spin multiplicity of the first one. 1

=====

Number 2 is which compound? C2H9N3

=====

What is the formula in the second record? C2H9N3